Record 1
Here is a 3-piece molecular cluster, C28H53BFI2O13S overall from the Open Molecules 2025 dataset. Energies are from wB97M-V/def2-TZVPD.

Geometry as XYZ:
```
99
Properties=species:S:1:pos:R:3:forces:R:3
C -3.92869 0.96034 6.28700 -0.2 0.1 -0.1
O -5.05626 0.79989 5.47148 -0.1 0.0 0.0
C -5.24648 -0.52802 4.96655 -0.1 0.5 -0.1
C -5.36582 -0.51434 3.44733 0.6 0.1 0.4
C -4.07511 -0.99927 2.80578 -0.2 -0.1 -0.1
C -4.05300 -1.10657 1.27768 0.1 -0.7 -0.1
C -3.43883 0.09974 0.58758 -0.3 1.4 0.3
C -1.96240 0.28439 0.98515 0.2 -0.9 0.1
C -1.21672 -0.92220 1.59419 0.1 0.4 0.0
C 0.30915 -0.84839 1.49053 -0.1 -0.1 0.2
C 0.83381 0.56871 1.65022 0.0 -0.4 -0.1
S 2.51590 0.63946 2.19114 0.2 0.6 1.3
O 2.64459 1.77372 3.05887 0.0 0.0 -0.4
O 3.00071 -0.62521 2.66443 -0.1 -0.2 -0.4
O 3.33319 1.01776 0.88375 0.0 0.0 -0.4
O -4.11731 1.25835 1.09381 0.3 0.0 -0.1
B -5.41043 1.39071 0.39253 -0.9 -0.2 0.2
C -5.80159 2.90367 -0.06008 0.3 -0.3 -0.2
F -6.52857 0.89330 1.16044 0.2 0.0 0.1
O -5.27646 0.37339 -0.70947 0.0 0.3 -0.4
C -3.93015 0.17313 -0.92350 -0.7 -0.3 0.5
O -3.85096 -1.09600 -1.57046 0.7 0.1 0.0
C -2.93698 -1.40365 -2.60515 -0.1 -0.1 -0.1
C -1.46788 -1.66471 -2.25285 -0.2 -0.2 -0.2
C -1.00735 -2.91864 -2.98783 -0.1 0.2 -0.2
C -0.55792 -0.47084 -2.56750 -0.2 -0.5 0.1
C 0.02146 -0.36130 -3.97486 0.5 0.9 -0.2
C -1.04167 -0.00858 -5.01540 -0.2 -0.1 0.3
C 1.09262 0.76272 -3.95253 -0.2 -0.1 0.5
C -3.54186 1.37334 -1.83589 0.3 -0.3 -0.8
I -2.23196 2.91049 -1.19798 0.0 -0.1 0.0
C -4.07447 1.59026 -3.05038 0.1 -0.2 0.8
C -3.78671 2.73683 -3.96431 0.0 0.0 -0.1
I -5.54704 0.33673 -3.86249 -0.3 -0.1 0.0
H -3.01393 1.01565 5.69627 0.2 -0.1 -0.1
H -4.03394 1.89949 6.81818 -0.1 0.2 0.1
H -3.84657 0.16581 7.02912 0.1 -0.2 0.1
H -6.16836 -0.89243 5.41469 0.0 -0.3 0.2
H -4.39560 -1.12958 5.28072 0.0 -0.4 0.1
H -5.49921 0.52129 3.17381 -0.5 0.1 -0.3
H -6.21770 -1.10609 3.13532 -0.2 0.0 -0.3
H -3.85043 -1.99031 3.20354 0.1 -0.2 0.1
H -3.28315 -0.34776 3.16433 0.1 0.2 0.0
H -3.49898 -2.00720 1.02168 0.1 -0.1 -0.2
H -5.04915 -1.27257 0.88909 -0.3 0.1 0.0
H -1.97513 1.06132 1.74007 0.0 0.3 0.0
H -1.37011 0.66765 0.17613 0.2 0.1 -0.6
H -1.43705 -0.96092 2.65595 -0.2 -0.1 0.1
H -1.53794 -1.86944 1.18183 -0.1 -0.2 -0.2
H 0.71797 -1.42869 2.31086 0.1 -0.2 0.1
H 0.67638 -1.32220 0.58907 0.1 0.1 -0.5
H 0.77783 1.15895 0.74271 -0.1 0.2 -0.1
H 0.29075 1.06634 2.44369 -0.1 0.3 0.1
H 3.66783 0.20486 0.48395 0.1 -0.1 -0.2
H -4.96730 3.60015 -0.05194 0.2 0.2 0.1
H -6.58872 3.29890 0.57381 -0.1 0.1 0.2
H -6.18232 2.87956 -1.08218 -0.2 0.0 -0.2
H -3.34572 -2.31356 -3.03404 -0.2 -0.2 0.0
H -2.96685 -0.67043 -3.40393 -0.1 0.2 0.0
H -1.44682 -1.91662 -1.19868 0.1 0.3 0.4
H -1.50338 -3.79310 -2.58256 0.0 -0.2 0.1
H 0.06950 -3.03953 -2.93796 0.2 -0.2 0.1
H -1.28132 -2.85612 -4.03952 0.0 0.0 -0.2
H 0.26909 -0.47616 -1.87144 0.4 0.0 0.3
H -1.09971 0.44921 -2.39343 -0.1 0.3 0.2
H 0.54983 -1.26158 -4.26851 -0.1 -0.4 0.0
H -1.54399 -0.88095 -5.42161 -0.1 -0.1 -0.2
H -1.81114 0.59086 -4.53688 -0.1 0.2 0.0
H -0.63416 0.59777 -5.81483 0.1 -0.1 -0.4
H 1.20190 1.16174 -2.94769 0.1 0.1 0.2
H 0.80691 1.60858 -4.56444 0.1 0.1 -0.3
H 2.07277 0.39828 -4.24131 0.1 0.0 -0.3
H -2.73305 2.75235 -4.22584 0.2 0.2 0.0
H -4.35318 2.64754 -4.87982 -0.1 0.0 -0.2
H -4.05672 3.67614 -3.49288 0.1 0.2 0.1
C 5.40080 -2.19710 0.43143 -0.1 0.0 0.2
O 5.82403 -1.57003 -0.78455 -0.1 0.1 0.1
C 6.46784 -2.36967 -1.62345 0.0 0.1 0.0
O 6.71733 -3.53211 -1.44681 0.0 -0.2 0.0
O 6.79373 -1.66306 -2.70559 0.0 0.1 -0.1
C 7.49506 -2.40926 -3.70049 0.0 0.0 -0.1
H 4.90672 -1.43183 1.02110 0.0 0.0 0.0
H 4.70496 -3.00765 0.22465 0.0 0.0 -0.1
H 6.25002 -2.57160 0.99663 0.1 0.0 -0.1
H 6.88659 -3.23564 -4.06180 0.0 0.0 0.0
H 8.43431 -2.78999 -3.30463 0.0 -0.1 0.0
H 7.69003 -1.71252 -4.50977 0.0 0.0 0.0
C 9.67418 0.51561 2.89005 0.1 0.0 0.1
O 8.93225 1.73436 2.84670 0.1 0.0 0.0
C 7.73176 1.61838 2.27465 0.0 0.0 0.0
O 7.27632 0.60217 1.81950 -0.1 -0.1 -0.1
O 7.14160 2.80395 2.29593 0.0 0.1 -0.1
C 5.83221 2.80576 1.70700 -0.2 0.2 -0.1
H 10.61478 0.75854 3.37493 0.0 0.0 0.0
H 9.14337 -0.23776 3.46841 0.0 0.0 0.0
H 9.86108 0.14246 1.88508 -0.1 0.0 0.0
H 5.16962 2.13765 2.24453 0.0 -0.1 0.0
H 5.88521 2.52146 0.65834 0.0 -0.1 0.0
H 5.45826 3.82148 1.78507 0.1 0.0 0.1
```
Positions in Å, forces in eV/Å.

Net charge: -1
Highest occupied orbital energy in eV: -5.61



Record 2
Here is C28H54BCl2N8NaOPSb as an isolated structure from the Open Molecules 2025 dataset. Energies are from wB97M-V/def2-TZVPD.

Geometry as XYZ:
```
97
Properties=species:S:1:pos:R:3:forces:R:3
Na -1.09581 -0.82730 1.31308 -0.1 0.0 0.1
C 2.23977 -1.68988 4.50114 0.5 0.1 0.6
C 1.86824 -1.11368 3.27980 -0.4 -0.2 -0.6
N 0.56321 -1.24185 3.03746 0.1 -0.8 0.6
N 0.08060 -1.95387 4.10136 -0.7 0.9 -0.2
C 1.03678 -2.18330 4.99838 0.7 -0.2 0.1
B -1.40889 -2.26902 4.36727 -1.0 -0.4 0.2
N -2.29367 -0.95034 4.35315 0.4 0.1 -0.3
C -2.93948 -0.39493 5.42385 0.1 -1.3 -0.9
C -3.53919 0.75573 4.98892 0.1 0.2 0.0
C -3.14822 0.85921 3.64938 -0.8 0.7 0.0
N -2.42196 -0.14057 3.24765 0.8 -1.5 0.9
N -1.92249 -3.35904 3.31551 -0.1 1.5 0.2
C -2.52814 -4.54470 3.53564 0.4 -0.1 -0.8
C -2.81921 -5.07857 2.28135 -0.4 -0.4 0.1
C -2.40862 -4.10105 1.35821 0.1 0.2 0.4
N -1.88531 -3.04601 1.98990 -0.1 -0.9 0.4
H 3.24805 -1.69548 4.96155 -1.0 -0.1 -0.4
H 2.46895 -0.72248 2.47141 0.2 0.3 0.3
H 0.75385 -2.71471 5.89471 0.3 0.1 0.0
H -1.59043 -2.75461 5.50616 0.4 0.3 -0.8
H -3.02943 -0.99332 6.32400 0.2 0.4 0.0
H -4.19046 1.42236 5.50246 -0.2 0.3 0.4
H -3.42463 1.61661 2.94754 -0.1 0.4 -0.3
H -2.66128 -4.96102 4.53493 0.1 0.3 -0.4
H -3.27392 -6.04757 2.06562 0.2 0.5 0.1
H -2.46935 -4.10531 0.27167 0.0 0.0 0.3
Cl 0.32223 2.17868 3.92297 -0.1 -0.4 0.1
C -0.95525 3.36134 3.58233 1.3 -0.6 -0.6
Cl -1.09077 3.54435 1.81128 -0.3 0.2 0.3
H -0.54860 4.24393 4.02310 -0.4 0.8 0.0
H -1.87902 3.01032 3.98309 -0.5 -0.1 0.2
C -1.04714 -4.41301 -2.66857 -0.9 0.3 -0.4
N -1.40670 -2.99259 -2.51523 -0.5 0.1 -0.1
C -1.78747 -2.25290 -3.73496 0.9 -0.8 0.3
C -0.77577 -2.31653 -1.55837 -0.9 -1.5 -1.7
N -0.19457 -1.86439 -0.69249 1.1 1.2 1.7
H -0.10796 -4.51601 -3.19577 0.4 -0.1 -0.1
H -1.84297 -4.88922 -3.27285 0.4 0.2 0.4
H -0.99315 -4.89398 -1.69616 0.0 0.0 0.0
H -0.99331 -2.38769 -4.46268 0.2 0.1 -0.4
H -1.82615 -1.20108 -3.50241 -0.4 0.3 0.0
H -2.69766 -2.65655 -4.17810 -0.2 0.2 0.3
C 3.94587 0.17319 -3.81154 -0.1 1.5 1.4
C 3.67575 -0.31672 -2.35952 -0.2 0.5 -1.1
C 4.98801 -0.62553 -1.65329 1.2 -0.2 -0.9
C 2.87504 -1.61311 -2.51205 0.1 0.1 0.3
Sb 2.47665 1.06118 -1.07615 0.1 0.1 0.0
C 1.09520 2.06882 -2.51167 -0.2 -0.2 0.8
C 0.46105 0.93626 -3.32383 0.2 -0.8 0.4
C 1.69849 3.05348 -3.48841 1.3 -1.2 0.5
C 0.02359 2.78629 -1.64454 0.2 0.4 -0.1
C 3.92296 2.64612 -0.47837 0.1 0.5 -0.7
C 4.84059 2.01527 0.54336 0.9 -0.3 -0.5
C 3.11766 3.75145 0.19545 -1.3 -1.0 -0.6
C 4.80572 3.31364 -1.56038 -0.5 -0.4 -0.2
H 4.43183 -0.57009 -4.39623 0.9 -0.7 -0.4
H 4.51374 1.13200 -3.79829 -0.1 -0.7 -0.2
H 3.02801 0.36077 -4.34603 -0.4 0.2 0.0
H 5.37756 -1.57045 -2.09845 0.0 0.5 0.2
H 4.87098 -0.83131 -0.60806 -0.2 -0.1 0.7
H 5.80805 0.14372 -1.74210 -1.0 -0.6 -0.1
H 3.48259 -2.36448 -2.97290 0.8 -0.5 -0.6
H 2.03346 -1.50902 -3.18893 -0.4 0.2 0.3
H 2.60247 -2.07513 -1.57388 -0.5 0.2 0.4
H 1.15372 0.59222 -4.10417 -0.4 0.2 0.0
H -0.48379 1.25375 -3.74512 -0.3 0.3 -0.5
H 0.20596 0.03272 -2.74541 0.2 0.3 0.2
H 2.54906 2.55854 -4.00513 -0.8 0.4 -0.3
H 2.13518 3.89364 -2.99627 0.1 0.8 0.4
H 0.89660 3.37264 -4.11495 -0.3 0.4 -1.0
H -0.41879 2.09559 -0.90972 -0.2 0.2 -0.4
H -0.76550 3.21921 -2.33191 0.6 -0.4 0.7
H 0.46310 3.63154 -1.04470 -0.4 -0.7 -0.7
H 4.34016 1.49673 1.32048 -0.8 -0.5 0.8
H 5.50991 2.71696 1.04237 0.0 0.4 -0.1
H 5.48836 1.27946 0.06538 0.1 0.0 0.0
H 2.44354 3.32898 0.95082 0.1 0.2 0.1
H 2.47304 4.25709 -0.53506 0.2 0.1 0.1
H 3.78654 4.44781 0.64228 0.5 0.8 0.5
H 5.54642 2.60802 -1.94518 0.0 0.0 -0.1
H 5.35879 4.10985 -1.05348 0.0 0.2 -0.2
H 4.23694 3.72383 -2.42577 0.4 -0.2 0.7
C -4.56932 -0.34003 -1.93274 -1.2 0.6 -0.7
P -4.04625 0.62063 -0.48433 0.6 -1.1 -0.4
C -5.36940 0.16626 0.64461 -1.2 0.4 0.0
C -4.10897 2.36057 -0.85823 -1.3 0.7 -1.0
O -2.66273 0.21738 -0.10095 0.0 0.0 0.3
H -5.63311 -0.16442 -2.24997 0.9 0.1 0.3
H -4.52241 -1.37933 -1.67188 0.2 -0.6 0.4
H -3.92772 -0.21170 -2.79938 0.1 0.3 0.0
H -6.35886 0.41905 0.18636 0.8 0.2 0.3
H -5.31276 0.62111 1.63706 0.1 -0.1 -0.2
H -5.42380 -0.91792 0.74256 0.5 0.0 0.1
H -4.98814 2.62835 -1.48904 0.5 -0.4 0.2
H -3.21361 2.70706 -1.36502 0.2 -0.3 -0.1
H -4.24215 2.96806 0.01505 0.2 0.1 0.8
```
Positions in Å, forces in eV/Å.

Energy relative to the best compared isomer or geometry (same formula, charge and spin) in kcal/mol: 11.95
Highest occupied orbital energy in eV: -7.66



| no. | F_max (Eh/bohr) | gap between HOMO and LUMO (eV) | electronic energy (hartree) |
| --- | --- | --- | --- |
| 1 | 0.029 | 7.43 | -3195.24191 |
| 2 | 0.047 | 7.77 | -3301.82825 |